Record 1
C4H4O3 | ωB97M-V with the def2-TZVPD basis set

Values from the calculation:
* total energy: -380.41988 hartree
* LUMO energy: -0.0007 Ha
* HOMO: -9.2 eV
* charge: 0

Last column: Löwdin charge in e.
CARTESIAN COORDINATES (ANGSTROEM)
C -1.8737 0.2958 -0.4103  0.03
C -0.8742 -0.7629 -0.0789  -0.48
O -0.8617 -1.9135 -0.3670  0.17
C 1.2713 -0.2727 -0.0669  0.05
O 0.2146 -0.2282 0.6954  0.04
C 2.4966 0.3007 0.4794  -0.28
O 2.7840 1.4713 0.2979  0.03
H -2.5075 0.3779 0.4816  0.10
H -2.4518 -0.0585 -1.2686  0.10
H -1.4046 1.2714 -0.6027  0.10
H 3.2071 -0.4815 0.8402  0.13

Record 2
C28H22Cl5N3O4S2W | ωB97M-V with the def2-TZVPD basis set

Values from the calculation:
* total energy: -4709.97895 hartree
* LUMO energy: 0.1342 Ha
* HOMO: -0.5 eV
* charge: -2

Last column: Löwdin charge in e.
CARTESIAN COORDINATES (ANGSTROEM)
W 1.7285 1.6197 -0.9268  1.02
C -4.1776 -2.1261 0.7704  -0.04
C -4.0275 -1.0029 1.7588  -0.22
C -4.9757 -0.7801 2.7438  -0.07
C -4.8385 0.2490 3.6634  -0.11
C -3.7376 1.0865 3.5791  -0.09
C -2.7868 0.8957 2.5922  -0.02
C -2.9145 -0.1576 1.6901  -0.19
N -1.9882 -0.3960 0.6634  0.14
C -0.6917 0.1332 0.5703  -0.35
N -0.0221 0.1301 1.7232  0.14
C 1.2480 0.6549 2.1072  -0.21
C 2.1105 1.3290 1.2274  -0.19
C 3.3026 1.7803 1.8130  -0.11
C 3.6265 1.5512 3.1443  -0.08
C 2.7426 0.8672 3.9574  -0.09
C 1.5370 0.4173 3.4590  -0.24
C 0.5849 -0.3318 4.3678  -0.07
N -0.2340 0.5352 -0.5647  0.02
C -1.1039 0.5212 -1.6863  -0.28
C -1.7166 1.7039 -2.0940  -0.04
C -2.5208 1.7192 -3.2179  -0.09
C -2.7158 0.5557 -3.9485  -0.11
C -2.1066 -0.6178 -3.5392  -0.06
C -1.3026 -0.6649 -2.4054  -0.23
C -0.6683 -1.9567 -1.9608  -0.02
H -5.0349 -2.7487 1.0207  0.07
H -3.2822 -2.7504 0.7515  0.08
H -4.3238 -1.7538 -0.2482  0.08
H -5.8347 -1.4393 2.7954  0.10
H -5.5846 0.3960 4.4333  0.09
H -3.6172 1.9056 4.2760  0.10
H -1.9406 1.5641 2.5144  0.12
H -2.3971 -0.5762 -0.2417  0.11
H -0.4831 -0.3991 2.4420  0.10
H 4.0014 2.3395 1.2247  0.03
H 4.5768 1.9052 3.5251  0.10
H 2.9837 0.6758 4.9998  0.09
H 1.0051 -0.3957 5.3707  0.07
H 0.4057 -1.3619 4.0332  0.08
H -0.3923 0.1568 4.4565  0.07
H -1.4797 2.6043 -1.5422  0.10
H -2.9775 2.6472 -3.5389  0.10
H -3.3264 0.5658 -4.8431  0.09
H -2.2428 -1.5255 -4.1169  0.10
H -0.6900 -2.6927 -2.7641  0.08
H -1.1880 -2.3843 -1.0967  0.07
H 0.3674 -1.7948 -1.6608  0.05
Cl 1.4445 1.4585 -3.6717  0.70
C 2.0846 -0.1407 -3.4110  -0.71
C 2.3319 -0.3906 -2.0834  -0.35
C 2.8232 -1.6491 -1.8033  -0.72
Cl 3.0835 -2.0751 -0.1370  0.67
C 3.0597 -2.5984 -2.7967  -0.71
Cl 3.6660 -4.1729 -2.4000  0.63
C 2.7809 -2.2900 -4.1203  -0.71
Cl 3.0342 -3.4579 -5.3726  0.62
C 2.2777 -1.0351 -4.4408  -0.70
Cl 1.8823 -0.6184 -6.0760  0.64
O 0.7961 3.0521 -0.9068  -0.56
O 6.7055 2.4003 -1.7687  -0.48
S 5.7226 2.2402 -0.6974  0.08
O 5.7369 3.3425 0.2698  -0.46
O 5.7888 0.9352 -0.0434  -0.45
S 3.8844 2.3463 -1.8186  0.24

Record 3
CHClINO | ωB97M-V with the def2-TZVPD basis set

Values from the calculation:
* total energy: -926.45245 hartree
* LUMO energy: -0.0052 Ha
* HOMO: -9.9 eV
* SMILES string: [O-][N+]#CCl.I
* charge: 0

Last column: Löwdin charge in e.
CARTESIAN COORDINATES (ANGSTROEM)
O 0.8200 4.9282 -0.4498  0.04
N 0.1771 4.1561 -1.0818  -0.19
C -0.3397 3.1683 -1.4434  -0.70
Cl -1.2467 2.3870 -2.5566  0.70
I 0.2438 0.5051 0.3630  0.51
H 0.2401 -1.0719 0.3798  -0.36

Record 4
C16H17N6O4Zn | ωB97M-V with the def2-TZVPD basis set

Values from the calculation:
* total energy: -3028.52172 hartree
* multiplicity: 2
* LUMO energy (alpha / beta): -0.0222 / -0.0222 Ha
* HOMO (alpha / beta): -2.7 / -5.2 eV
* charge: 0

Last column: Löwdin spin population.
CARTESIAN COORDINATES (ANGSTROEM)
Zn 0.3015 -0.5368 0.1304  0.01
O 2.2968 -0.2113 -0.1361  0.17
N 2.7227 0.9537 0.0970  0.42
N 1.8681 1.6981 0.8046  0.08
O 0.6778 1.2620 1.1245  0.02
C 2.3267 3.0244 0.9945  0.06
C 1.5370 3.9504 1.6905  0.04
C 1.8358 5.2765 1.4951  0.01
C 2.9597 5.6703 0.7855  0.07
C 3.7679 4.7163 0.1169  0.00
C 3.4974 3.3711 0.2736  0.06
H 0.6677 3.6246 2.2559  0.00
H 1.1795 6.0722 1.9556  0.00
H 3.2267 6.7182 0.7599  0.01
H 4.6735 5.0131 -0.4040  0.00
H 4.1399 2.6032 -0.1387  0.01
C -3.9764 0.6433 -1.5588  0.00
N -3.7008 -0.0331 -0.3071  0.00
C -4.7096 -0.3164 0.6205  0.00
C -4.3943 -0.9591 1.7589  0.00
C -3.0121 -1.2107 2.0472  0.00
N -2.0521 -0.7513 1.2373  0.00
C -2.3897 -0.2865 0.0300  0.00
O -1.4392 -0.0343 -0.8072  0.00
N -2.6748 -1.9471 3.1493  0.00
H -3.5209 0.0591 -2.4097  0.00
H -3.4967 1.5980 -1.5531  0.00
H -5.0415 0.7102 -1.6689  0.00
H -5.7132 -0.0569 0.3466  0.00
H -5.1704 -1.2518 2.4708  0.00
H -3.3896 -2.2684 3.7992  0.00
H -1.6916 -2.1654 3.3808  0.00
O 0.3923 -2.4480 0.1578  0.00
N 0.9601 -3.1815 -0.8436  0.00
C 0.2588 -3.3065 -2.0114  0.00
C 0.8624 -3.9805 -3.0690  0.01
C 2.1897 -4.3902 -2.9409  0.00
C 2.8938 -4.2171 -1.7308  0.01
C 2.2467 -3.6558 -0.6800  0.01
H -0.7335 -2.8721 -2.0463  0.00
H 0.3220 -4.0787 -3.9997  0.00
H 2.6850 -4.8260 -3.8078  0.00
H 3.9644 -4.4521 -1.7022  0.00
H 2.6526 -3.5273 0.3331  0.00

Record 5
C3H5NO2S | ωB97M-V with the def2-TZVPD basis set

Values from the calculation:
* total energy: -720.50838 hartree
* LUMO energy: -0.0235 Ha
* HOMO: -9.1 eV
* charge: 0

Last column: Löwdin charge in e.
CARTESIAN COORDINATES (ANGSTROEM)
C 0.9332 1.4074 -0.0476  0.01
C 0.1041 0.1552 -0.1784  -0.52
C -2.2945 -0.6343 0.2913  -0.54
H 0.4961 2.3771 -0.3457  0.08
H 1.1895 0.9525 1.1702  0.20
H 1.9430 1.1611 -0.6965  0.13
H -2.0328 -1.7965 1.0763  0.21
H 2.1558 -1.8462 -0.0400  0.10
N 0.5773 -0.9656 -0.2902  0.07
O -1.2743 0.2472 -0.1617  -0.16
O 2.0734 -0.9304 -0.4087  -0.10
S -3.8711 -0.1276 -0.3691  0.52

Record 6
C17H19IrNOSSe2SiTe2 | ωB97M-V with the def2-TZVPD basis set

Values from the calculation:
* total energy: -6920.07096 hartree
* multiplicity: 6
* LUMO energy (alpha / beta): -0.0494 / -0.1077 Ha
* HOMO (alpha / beta): -7.7 / -8.6 eV
* charge: 0

Last column: Löwdin spin population.
CARTESIAN COORDINATES (ANGSTROEM)
Ir -2.1978 -0.5166 2.2438  2.27
Se -3.6215 -2.5625 1.2164  0.44
Te -5.5751 -1.1646 0.8779  0.56
Te -4.4285 1.1055 -0.1209  0.36
Se -3.3480 2.1203 1.7917  0.68
S -2.5796 -0.5639 4.6165  0.18
C -4.0914 -0.5441 3.9758  0.05
N -5.1974 -0.5486 3.6046  0.12
C -0.8032 -0.9713 -2.8082  0.00
C 0.0896 -1.3482 -1.6359  0.01
C -0.3983 -2.6369 -0.9892  0.00
C 1.5277 -1.5302 -2.0967  0.00
Si -0.0553 0.0864 -0.2946  0.02
O -1.5405 0.1368 0.2392  0.19
C 1.0785 -0.4077 1.1630  0.01
C 2.4014 0.0014 1.2962  0.00
C 3.1701 -0.3978 2.3773  0.01
C 2.6274 -1.2185 3.3524  0.00
C 1.3075 -1.6220 3.2511  0.01
C 0.5515 -1.2192 2.1619  0.06
C 0.4580 1.7409 -1.0735  0.00
C 1.7250 1.9585 -1.6017  0.00
C 2.0659 3.1795 -2.1568  0.00
C 1.1377 4.2056 -2.1927  0.00
C -0.1300 4.0030 -1.6752  0.00
C -0.4643 2.7796 -1.1225  0.00
H -0.8087 -1.7608 -3.5595  0.00
H -0.4567 -0.0535 -3.2768  0.00
H -1.8234 -0.8139 -2.4685  0.00
H -0.4230 -3.4471 -1.7187  0.00
H -1.4051 -2.5124 -0.5944  0.01
H 0.2568 -2.9337 -0.1727  0.00
H 1.6049 -2.4064 -2.7418  0.00
H 2.1945 -1.6803 -1.2498  0.00
H 1.8681 -0.6709 -2.6672  0.00
H 2.8419 0.6355 0.5417  0.00
H 4.1977 -0.0731 2.4539  0.00
H 3.2349 -1.5532 4.1801  0.00
H 0.8787 -2.2602 4.0105  0.00
H -0.4804 -1.6206 2.0537  0.02
H 2.4625 1.1703 -1.5849  0.00
H 3.0550 3.3260 -2.5670  0.00
H 1.4046 5.1598 -2.6240  0.00
H -0.8568 4.8009 -1.7017  0.00
H -1.4528 2.6281 -0.7127  0.00